Record 1
Molecular formula: C30H71BN4O13P
Method: DFT, the ωB97M-V functional and the def2-TZVPD basis

Geometry (Å):
C: 2.18 -3.87 2.19
C: 2.39 -2.58 1.23
O: 1.22 -1.68 1.30
P: 1.22 -0.80 -0.16
O: 2.70 -0.53 -0.52
C: 0.36 0.87 -0.06
C: -0.02 1.35 1.41
N: -0.83 0.39 2.20
C: -2.15 -0.06 1.84
C: -3.06 0.35 0.62
C: -3.93 -0.85 0.00
C: -5.29 -1.08 0.86
C: -5.39 -2.67 1.08
O: -6.69 -3.09 1.57
N: -2.71 -1.03 2.75
C: -1.61 -1.10 3.71
N: -1.76 -1.94 4.75
N: -0.52 -0.24 3.37
B: 0.71 -0.12 4.22
O: 0.48 -0.14 5.66
C: 2.22 0.06 3.72
C: 2.81 1.38 4.48
O: 0.57 -1.84 -1.35
C: -0.79 -2.22 -1.04
C: -0.92 -3.51 -0.10
H: 2.54 -3.61 3.23
H: 2.80 -4.72 1.77
H: 1.09 -4.17 2.13
H: 3.31 -1.98 1.54
H: 2.51 -3.02 0.18
H: -0.50 0.85 -0.80
H: 1.10 1.64 -0.47
H: -0.66 2.29 1.29
H: 0.94 1.69 1.92
H: -2.52 0.87 -0.24
H: -3.82 1.12 1.02
H: -3.35 -1.81 -0.17
H: -4.29 -0.49 -1.03
H: -6.21 -0.75 0.25
H: -5.25 -0.50 1.83
H: -4.55 -2.95 1.80
H: -5.17 -3.13 0.05
H: -6.78 -2.64 2.43
H: -1.50 -1.70 5.71
H: -2.12 -2.88 4.52
H: 0.12 0.73 5.92
H: 2.35 0.21 2.60
H: 2.87 -0.81 4.10
H: 3.30 1.08 5.47
H: 3.56 1.94 3.85
H: 1.94 2.10 4.68
H: -1.42 -2.44 -1.97
H: -1.28 -1.34 -0.50
H: -1.94 -4.00 -0.28
H: -0.07 -4.23 -0.29
H: -0.94 -3.20 1.01
C: 5.66 0.51 -1.51
O: 6.90 0.97 -1.00
C: 7.43 0.11 0.01
C: 8.51 -0.80 -0.56
O: 7.98 -1.72 -1.51
C: 8.21 -1.30 -2.85
H: 5.46 1.04 -2.45
H: 5.68 -0.56 -1.72
H: 4.86 0.73 -0.81
H: 6.63 -0.47 0.48
H: 7.87 0.75 0.78
H: 8.93 -1.40 0.26
H: 9.33 -0.21 -0.99
H: 9.25 -1.52 -3.13
H: 8.00 -0.24 -2.99
H: 7.55 -1.88 -3.50
C: 4.08 5.72 2.77
O: 3.86 6.32 1.50
C: 3.69 5.36 0.46
C: 2.22 5.15 0.13
O: 1.51 4.56 1.22
C: 0.78 5.51 1.97
H: 3.92 6.47 3.54
H: 3.40 4.88 2.95
H: 5.12 5.37 2.83
H: 4.17 4.42 0.72
H: 4.20 5.76 -0.42
H: 2.15 4.46 -0.72
H: 1.75 6.09 -0.17
H: -0.14 5.78 1.44
H: 1.36 6.41 2.17
H: 0.51 5.05 2.93
C: -11.79 -4.86 0.44
O: -11.01 -3.89 1.12
C: -9.63 -3.94 0.75
C: -9.30 -2.85 -0.27
O: -9.97 -3.07 -1.51
C: -11.13 -2.26 -1.65
H: -12.84 -4.59 0.56
H: -11.56 -4.91 -0.62
H: -11.63 -5.85 0.89
H: -9.37 -4.93 0.36
H: -9.05 -3.76 1.65
H: -8.23 -2.88 -0.48
H: -9.53 -1.85 0.13
H: -10.84 -1.24 -1.91
H: -11.73 -2.25 -0.74
H: -11.74 -2.67 -2.46
C: 3.56 2.48 -7.74
O: 4.43 2.49 -6.61
C: 3.99 3.38 -5.59
C: 3.27 2.63 -4.47
O: 2.05 2.05 -4.93
C: 2.19 0.67 -5.21
H: 3.79 1.59 -8.33
H: 2.51 2.44 -7.44
H: 3.74 3.37 -8.34
H: 3.35 4.17 -6.01
H: 4.88 3.86 -5.17
H: 3.00 3.35 -3.68
H: 3.91 1.87 -4.03
H: 2.19 0.10 -4.27
H: 3.10 0.45 -5.77
H: 1.33 0.35 -5.81

orbital gap	6.6519	eV
total charge	+1
maximum force	7.32	eV/Å
HOMO energy	-10.39	eV
E_LUMO	-3.74	eV

=====

Record 2
Molecular formula: C14H12ClN3O3S
Method: DFT, the ωB97M-V functional and the def2-TZVPD basis

Geometry (Å):
C: -2.36 0.35 -0.09
C: -1.99 -0.85 -0.76
H: -1.29 -1.41 -0.27
H: -2.82 -1.46 -0.95
O: -1.54 -0.28 -2.11
C: -0.47 0.34 -2.56
C: 0.91 0.23 -2.08
C: 1.62 1.27 -2.40
C: 1.37 2.19 -3.42
C: 0.20 2.15 -3.92
C: -0.97 1.21 -3.66
H: -1.91 1.38 -4.06
H: 0.06 3.00 -4.65
Cl: 2.59 3.12 -3.92
H: 2.63 1.20 -1.93
S: 1.43 -0.97 -0.91
O: 2.93 -0.87 -0.75
O: 0.79 -2.22 -0.92
N: 0.70 -0.25 0.77
C: 0.72 -0.90 1.84
C: 0.73 -2.01 2.36
C: 0.56 -2.41 3.54
C: 0.23 -1.31 4.53
C: 0.29 -0.06 4.02
C: 0.19 0.43 2.81
N: 0.42 1.39 2.10
N: 0.85 1.19 0.89
H: -0.11 0.86 4.81
H: 0.25 -1.48 5.54
H: 0.65 -3.35 4.15
H: 0.82 -2.92 1.68
H: -2.73 0.28 0.91
H: -1.60 1.11 -0.02
H: -3.12 1.02 -0.58

structure (SMILES)	CCOc1ccc(Cl)cc1S(=O)(=O)n1nnc2ccccc21
orbital gap	8.0997	eV
total charge	0
maximum force	13.53	eV/Å
HOMO energy	-8.53	eV
E_LUMO	-0.43	eV

=====

Record 3
Molecular formula: C2H3Cl2N
Method: DFT, the ωB97M-V functional and the def2-TZVPD basis

Geometry (Å):
C: 0.53 0.53 -0.61
C: -0.23 -0.56 0.01
N: -0.70 0.62 0.46
Cl: 0.56 -1.70 1.26
Cl: -1.31 -1.55 -0.91
H: 1.44 0.75 -0.20
H: 0.20 1.11 -1.38
H: -0.50 0.80 1.38

structure (SMILES)	ClC1(Cl)CN1
orbital gap	11.4087	eV
total charge	0
maximum force	4.53	eV/Å
HOMO energy	-10.57	eV
E_LUMO	0.84	eV

=====

Record 4
Molecular formula: C2HBr2Cl3S
Method: DFT, the ωB97M-V functional and the def2-TZVPD basis

Geometry (Å):
C: -0.30 -0.59 -0.12
C: 0.98 0.19 -0.35
S: -1.12 0.10 2.03
Cl: 1.88 -0.74 -1.74
Cl: 0.76 1.82 -0.95
Cl: -2.78 0.93 1.63
Br: -1.57 -0.24 -1.42
Br: 2.24 0.27 1.20
H: -0.10 -1.74 -0.27

orbital gap	7.8546	eV
total charge	0
maximum force	4.16	eV/Å
HOMO energy	-9.21	eV
E_LUMO	-1.35	eV